# 1
ORCA calculation (ωB97M-V/def2-TZVPD) on a cluster of 9 separate species, C51H91F13IN4O11PS in total in a non-equilibrium geometry.

Last column: Löwdin charge in e.
Cartesian coordinates (Å):
C 0.132 2.828 -5.232  -0.015
C 0.468 1.516 -5.425  -0.144
C -0.449 0.404 -4.802  -0.127
C -0.830 0.787 -3.322  -0.183
N 0.172 0.743 -2.412  0.166
C -0.225 1.046 -1.114  -0.122
C 0.855 0.955 -0.056  -0.064
C 2.299 0.551 -0.478  -0.109
C 3.469 1.379 0.187  -0.073
C 4.840 1.313 -0.569  -0.330
F 5.882 1.093 0.339  0.094
F 4.812 0.129 -1.342  0.061
C 5.119 2.484 -1.592  -0.248
F 6.467 2.360 -1.968  0.089
F 4.428 2.362 -2.785  0.126
C 4.979 3.962 -0.961  -0.290
F 5.243 3.842 0.380  0.130
F 6.020 4.680 -1.547  0.112
C 3.650 4.708 -1.353  -0.352
F 3.824 5.152 -2.651  0.104
F 2.539 3.884 -1.426  0.092
S 3.158 6.195 -0.313  0.920
F 4.687 6.581 0.066  -0.133
F 2.916 5.306 1.031  -0.148
F 1.567 5.938 -0.688  -0.164
F 3.292 7.175 -1.637  -0.163
F 2.674 7.510 0.524  -0.144
C 0.446 1.218 1.334  -0.092
C 1.452 1.109 2.547  -0.151
P 2.061 -0.621 2.864  0.565
O 3.537 -0.619 3.102  -0.290
O 1.603 -1.729 1.723  -0.156
O 1.394 -1.146 4.325  -0.159
C -0.982 1.574 1.722  -0.268
N -1.422 1.814 3.067  -0.075
C -1.258 3.227 3.479  -0.233
C -1.428 3.411 5.047  -0.168
C -0.190 2.774 5.814  -0.244
C 1.177 3.530 5.527  -0.113
C -1.951 1.664 0.646  -0.481
I -3.971 2.225 1.193  0.839
C -1.621 1.390 -0.804  -0.226
N -2.684 1.483 -1.696  0.146
C -2.224 1.165 -2.935  -0.154
C -3.295 1.164 -4.086  -0.147
C -3.543 2.435 -4.792  0.019
C -4.548 2.279 -5.887  -0.032
C -5.107 0.939 -6.061  -0.155
N -4.850 -0.217 -5.394  0.038
C -3.936 -0.114 -4.383  -0.089
H 0.349 3.559 -6.048  0.061
H -0.355 3.225 -4.307  0.065
H 1.385 1.178 -5.963  0.103
H 0.180 -0.533 -4.710  0.116
H -1.333 0.124 -5.426  0.108
H 2.445 -0.528 -0.184  0.120
H 2.424 0.625 -1.589  0.110
H 3.193 2.446 0.439  0.117
H 3.662 0.903 1.198  0.099
H 2.310 1.829 2.407  0.103
H 0.954 1.451 3.504  0.068
H 0.624 -1.768 1.623  0.065
H 0.423 -1.203 4.212  0.070
H -1.007 1.158 3.728  0.090
H -2.095 3.830 3.015  0.081
H -0.286 3.651 3.096  0.108
H -1.495 4.499 5.338  0.120
H -2.371 2.832 5.351  0.100
H -0.395 2.744 6.915  0.101
H -0.053 1.696 5.490  0.085
H 1.331 3.728 4.429  0.053
H 1.147 4.533 6.032  0.070
H 2.060 2.920 5.866  0.080
H -3.045 3.397 -4.547  0.108
H -4.840 3.144 -6.537  0.094
H -5.859 0.848 -6.894  0.109
H -3.702 -1.044 -3.800  0.127
C 4.014 5.588 9.793  -0.067
C 4.206 4.364 8.910  -0.497
C 5.246 4.619 7.831  -0.064
O 2.964 4.016 8.301  -0.070
H 3.661 6.440 9.205  0.080
H 3.257 5.394 10.557  0.078
H 4.946 5.868 10.288  0.079
H 4.514 3.514 9.523  0.139
H 4.935 5.439 7.176  0.081
H 5.366 3.736 7.198  0.080
H 6.215 4.870 8.267  0.079
H 2.681 4.761 7.756  0.067
C -0.461 -5.812 0.694  -0.052
C -1.312 -4.587 0.402  -0.481
C -1.534 -4.409 -1.091  -0.051
O -0.668 -3.424 0.929  -0.077
H 0.527 -5.719 0.233  0.085
H -0.300 -5.921 1.769  0.083
H -0.936 -6.721 0.318  0.075
H -2.276 -4.680 0.908  0.141
H -0.582 -4.268 -1.613  0.086
H -2.138 -3.519 -1.286  0.079
H -2.042 -5.276 -1.521  0.065
H 0.186 -3.334 0.486  0.071
C -3.472 -8.707 -4.677  -0.060
C -2.958 -7.945 -3.466  -0.493
C -3.451 -8.570 -2.170  -0.059
O -3.397 -6.589 -3.536  -0.066
H -4.565 -8.691 -4.711  0.066
H -3.119 -8.240 -5.601  0.084
H -3.138 -9.747 -4.662  0.083
H -1.866 -7.933 -3.475  0.139
H -4.544 -8.551 -2.120  0.085
H -3.084 -8.007 -1.309  0.067
H -3.116 -9.606 -2.079  0.082
H -4.363 -6.588 -3.528  0.081
C -5.897 -6.155 -6.583  -0.054
C -6.594 -7.505 -6.505  -0.507
C -7.426 -7.771 -7.751  -0.063
O -7.437 -7.539 -5.354  -0.059
H -6.627 -5.344 -6.658  0.085
H -5.313 -5.972 -5.678  0.064
H -5.229 -6.104 -7.445  0.084
H -5.851 -8.295 -6.385  0.116
H -8.208 -7.014 -7.866  0.081
H -7.929 -8.738 -7.677  0.080
H -6.804 -7.769 -8.649  0.081
H -8.099 -6.843 -5.449  0.088
C 3.977 -3.943 4.493  -0.057
C 4.173 -5.171 3.618  -0.495
C 5.214 -4.919 2.538  -0.062
O 2.930 -5.524 3.009  -0.066
H 3.623 -3.097 3.900  0.049
H 3.219 -4.134 5.257  0.081
H 4.908 -3.657 4.988  0.084
H 4.482 -6.018 4.236  0.135
H 4.901 -4.103 1.880  0.081
H 5.336 -5.805 1.910  0.077
H 6.182 -4.664 2.974  0.080
H 2.649 -4.780 2.461  0.075
C 9.983 0.525 -2.308  -0.062
C 9.328 -0.843 -2.225  -0.503
C 8.492 -1.137 -3.462  -0.062
O 8.497 -0.896 -1.075  -0.052
H 9.228 1.314 -2.375  0.073
H 10.571 0.728 -1.410  0.080
H 10.640 0.595 -3.178  0.079
H 10.096 -1.611 -2.111  0.138
H 7.687 -0.404 -3.570  0.077
H 8.019 -2.118 -3.379  0.080
H 9.105 -1.119 -4.366  0.078
H 7.817 -0.217 -1.177  0.066
C -2.406 0.091 8.811  -0.059
C -3.151 1.313 8.299  -0.485
C -4.657 1.127 8.401  -0.062
O -2.792 1.554 6.937  -0.089
H -2.659 -0.795 8.219  0.082
H -1.327 0.234 8.722  0.080
H -2.647 -0.109 9.857  0.081
H -2.850 2.193 8.872  0.142
H -4.985 0.276 7.796  0.082
H -5.179 2.007 8.020  0.080
H -4.964 0.958 9.435  0.081
H -3.054 0.779 6.424  0.098
C -7.961 5.888 -5.052  -0.062
C -6.846 5.441 -5.984  -0.509
C -6.032 6.625 -6.483  -0.064
O -7.407 4.746 -7.098  -0.062
H -8.656 6.557 -5.569  0.081
H -8.542 5.029 -4.710  0.081
H -7.561 6.408 -4.179  0.081
H -6.191 4.739 -5.463  0.117
H -6.662 7.319 -7.049  0.081
H -5.243 6.290 -7.160  0.077
H -5.574 7.167 -5.654  0.081
H -7.988 5.357 -7.567  0.087

ΔE to the lowest compared entry with this formula, charge and spin   0.000 eV
Maximum force   4.54 eV/A
SMILES   C=CCc1nc2c(CCC(F)(F)C(F)(F)C(F)(F)C(F)(F)S(F)(F)(F)(F)F)c(CP(=O)(O)O)c(NCCCC)c(I)c2nc1-c1cccnc1.CC(C)O.CC(C)O.CC(C)O.CC(C)O.CC(C)O.CC(C)O.CC(C)O.CC(C)O
Highest occupied orbital energy   -0.315 Eh
Charge   0
Spin multiplicity   1
HOMO-LUMO gap   7.7 eV

# 2
ORCA calculation (ωB97M-V/def2-TZVPD) on an isolated molecule of C2N2S in a non-equilibrium geometry.

Last column: Löwdin charge in e.
Cartesian coordinates (Å):
C -0.772 0.248 -0.065  -0.457
C -1.513 -0.486 -0.805  0.074
N 0.105 0.926 0.677  -0.109
N 1.198 0.319 0.590  -0.384
S 0.983 -1.008 -0.397  0.876

ΔE to the lowest compared entry with this formula, charge and spin   5.810 eV
Maximum force   2.59 eV/A
Highest occupied orbital energy   -0.401 Eh
Charge   0
Spin multiplicity   1
HOMO-LUMO gap   8.0 eV

# 3
ORCA calculation (ωB97M-V/def2-TZVPD) on a structure of composition C12H14BrFeN6O2S.

Last column: Löwdin charge in e.
Cartesian coordinates (Å):
Fe 0.374 -0.162 -0.626  0.891
N -0.257 -2.102 -1.566  0.023
N 0.776 -2.743 -2.267  -0.013
C 2.006 -2.211 -2.316  -0.723
N 2.956 -2.871 -2.944  0.167
S 2.398 -0.686 -1.610  0.819
H -0.477 -2.630 -0.721  0.123
H -1.085 -2.058 -2.158  0.144
H 0.591 -3.667 -2.637  0.181
H 2.800 -3.760 -3.399  0.148
H 3.891 -2.491 -2.983  0.133
N -1.836 2.178 0.112  0.189
C -1.544 2.136 -1.198  -0.325
C -2.182 3.026 -2.092  0.019
C -1.888 2.989 -3.419  -0.001
C -0.947 2.053 -3.901  -0.033
C -0.374 1.211 -3.011  -0.133
N -0.654 1.219 -1.658  -0.021
H -2.471 2.891 0.431  0.131
H -1.196 1.803 0.794  0.084
H -2.889 3.739 -1.692  0.133
H -2.367 3.681 -4.099  0.134
H -0.685 2.001 -4.947  0.125
H 0.347 0.472 -3.333  0.083
Br 1.180 1.917 6.467  0.840
C 0.682 0.516 5.329  -0.658
C 0.305 -0.720 5.864  -0.116
N -0.059 -1.766 5.125  0.113
C -0.066 -1.618 3.812  -0.048
C 0.293 -0.422 3.186  -0.125
C 0.681 0.676 3.963  -0.024
C 0.268 -0.328 1.751  -0.483
O -0.056 -1.300 0.968  -0.071
O 0.573 0.758 1.104  -0.088
H 0.303 -0.864 6.938  0.123
H -0.368 -2.478 3.226  0.130
H 0.977 1.611 3.507  0.126

ΔE to the lowest compared entry with this formula, charge and spin   0.000 eV
Maximum force   0.41 eV/A
Highest occupied orbital energy (spin up / spin down)   -0.525 / -0.525 Eh
Charge   +2
Spin multiplicity   6
HOMO-LUMO gap (spin up / spin down)   8.2 / 5.6 eV

> Which value of ΔE to the lowest compared entry with this formula, charge and spin does entry 3 give?

0.000 eV